Version P
C5H8NO | wB97M-V/def2-TZVPD

Each line ends with the Mulliken charge.
Geometry (Å):
C (1.314, 0.259, -1.609)  0.024
N (0.720, 0.218, -0.475)  0.078
C (0.253, -0.981, 0.286)  -0.567
C (-1.103, -0.426, 0.897)  -0.524
C (-0.842, 0.910, 1.402)  0.032
O (0.491, 1.235, 1.656)  -0.339
C (0.398, 1.399, 0.267)  -0.298
H (1.722, 1.223, -2.048)  0.222
H (1.660, -0.693, -2.177)  0.254
H (1.004, -1.005, 1.186)  0.300
H (0.206, -1.711, -0.481)  0.393
H (-1.744, -0.607, 0.061)  0.323
H (-1.405, -1.066, 1.779)  0.318
H (-1.573, 1.692, 1.644)  0.420
H (0.650, 2.250, -0.313)  0.364

Calculated values
total charge: +1
orbital gap: 8.93 eV
LUMO energy: -0.1869 Eh

---

Version Q
C5H8NO | wB97M-V/def2-TZVPD

Each line ends with the Mulliken charge.
Geometry (Å):
C (0.593, -0.172, -2.520)  -1.156
C (0.490, 0.232, -1.076)  -0.365
C (-0.093, -0.488, -0.080)  -0.079
N (-0.157, 0.116, 1.243)  0.128
C (-1.293, -0.145, 2.043)  -0.771
C (0.917, 0.719, 1.377)  0.768
O (1.870, 1.288, 1.624)  -0.213
H (0.301, 0.734, -3.037)  0.332
H (0.003, -1.008, -2.802)  0.368
H (1.708, -0.373, -2.826)  0.292
H (0.905, 1.094, -0.728)  0.393
H (-0.532, -1.568, -0.145)  0.301
H (-1.990, 0.643, 1.689)  0.368
H (-0.916, 0.073, 3.124)  0.304
H (-1.807, -1.144, 2.115)  0.330

Calculated values
total charge: +1
orbital gap: 9.81 eV
LUMO energy: -0.1726 Eh

---

Version R
C5H8NO | wB97M-V/def2-TZVPD

Each line ends with the Mulliken charge.
Geometry (Å):
C (-0.357, -0.117, 0.171)  0.126
C (-1.649, -1.720, 0.077)  -0.208
C (-1.130, -0.090, 1.459)  -0.328
C (1.613, 1.473, -0.362)  -0.346
C (1.474, 0.506, -1.487)  -0.335
N (0.623, 0.441, -0.351)  0.104
O (-2.132, -1.042, 1.173)  -0.301
H (-2.324, -1.780, -0.768)  0.311
H (-0.943, -2.525, 0.242)  0.302
H (-0.474, -0.389, 2.291)  0.286
H (-1.603, 0.862, 1.727)  0.322
H (2.452, 1.380, 0.314)  0.271
H (1.233, 2.480, -0.477)  0.275
H (1.016, 0.814, -2.416)  0.266
H (2.200, -0.292, -1.591)  0.257

Calculated values
total charge: +1
orbital gap: 10.22 eV
LUMO energy: -0.1528 Eh

---

version Q is the most stable structure; the next one sits 0.0240 hartree above it.

---

Version P
C5H8NO | wB97M-V/def2-TZVPD

Each line ends with the Mulliken charge.
Geometry (Å):
C (-1.540, -2.039, 0.141)  -0.147
N (-0.972, -0.943, 0.214)  0.011
C (-0.176, 0.038, 0.303)  0.491
C (-0.699, 1.411, 0.223)  -1.533
C (1.399, 0.136, 0.651)  0.002
C (2.166, -0.395, -0.596)  -0.344
O (1.954, -1.106, 0.591)  -0.381
H (-2.118, -2.412, 0.922)  0.295
H (-1.656, -2.447, -0.840)  0.273
H (-1.648, 1.506, -0.132)  0.481
H (-0.132, 2.096, -0.418)  0.374
H (-0.743, 1.765, 1.184)  0.398
H (1.805, 0.999, 1.135)  0.473
H (1.556, -0.805, -1.370)  0.295
H (3.139, 0.038, -0.587)  0.312

Calculated values
total charge: +1
orbital gap: 10.31 eV
LUMO energy: -0.1764 Eh

---

Version Q
C5H8NO | wB97M-V/def2-TZVPD

Each line ends with the Mulliken charge.
Geometry (Å):
C (1.140, -0.481, 0.030)  0.195
C (2.469, -0.615, 0.107)  -0.830
C (0.245, 0.885, -0.282)  0.275
C (-0.836, -0.121, -0.071)  0.297
C (-2.293, -0.143, 0.114)  -1.080
N (-0.080, -1.235, 0.144)  -0.050
O (0.336, 2.013, 0.472)  -0.475
H (3.089, -1.413, 0.391)  0.349
H (2.977, 0.271, -0.293)  0.206
H (0.306, 1.035, -1.419)  0.378
H (-2.751, -1.072, -0.404)  0.382
H (-2.774, 0.793, -0.161)  0.322
H (-2.360, -0.371, 1.235)  0.324
H (-0.388, -2.224, -0.064)  0.341
H (0.919, 2.677, 0.202)  0.366

Calculated values
total charge: +1
orbital gap: 9.10 eV
LUMO energy: -0.1917 Eh

---

Version R
C5H8NO | wB97M-V/def2-TZVPD

Each line ends with the Mulliken charge.
Geometry (Å):
C (1.341, 0.671, -0.037)  0.349
C (1.665, 1.972, 0.059)  -0.651
C (-2.155, 0.164, 0.299)  0.048
C (1.241, -0.556, -0.213)  0.652
C (1.376, -1.957, -0.049)  -0.978
N (-1.151, -0.264, -0.379)  -0.447
O (-3.021, 1.009, -0.176)  -0.407
H (1.953, 2.535, 0.938)  0.296
H (1.780, 2.342, -0.894)  0.275
H (-2.218, 0.088, 1.481)  0.272
H (1.792, -2.372, -0.964)  0.322
H (0.293, -2.323, 0.110)  0.348
H (2.017, -2.101, 0.859)  0.307
H (-1.122, -0.148, -1.409)  0.234
H (-3.792, 0.940, 0.374)  0.380

Calculated values
total charge: +1
orbital gap: 8.15 eV
LUMO energy: -0.2346 Eh

---

Version S
C5H8NO | wB97M-V/def2-TZVPD

Each line ends with the Mulliken charge.
Geometry (Å):
O (0.228, -2.845, 1.461)  -0.362
N (0.599, -1.853, 0.969)  0.544
C (1.721, -1.088, 0.576)  -0.302
C (0.291, -0.655, 0.374)  0.327
C (-0.586, -0.469, -0.913)  -0.609
C (-1.053, 0.857, -0.453)  -0.312
C (-0.378, 0.636, 0.895)  -0.695
H (2.415, -1.713, -0.062)  0.278
H (2.173, -0.574, 1.332)  0.306
H (-1.368, -1.188, -1.166)  0.341
H (0.191, -0.294, -1.646)  0.268
H (-0.658, 1.577, -1.244)  0.258
H (-2.148, 1.051, -0.249)  0.266
H (0.056, 1.470, 1.379)  0.390
H (-1.192, 0.269, 1.446)  0.304

Calculated values
total charge: +1
orbital gap: 8.90 eV
LUMO energy: -0.2562 Eh

---

version Q is the most stable structure; the next one sits 0.0348 hartree above it.

---

Version P
C5H8NO | wB97M-V/def2-TZVPD

Each line ends with the Mulliken charge.
Geometry (Å):
C (-0.703, 0.239, -1.665)  -0.485
C (-0.124, -1.270, 0.449)  -0.457
C (0.704, 0.504, -1.174)  -0.004
C (0.612, 0.931, 1.116)  0.242
C (-0.351, -0.082, 1.429)  -0.603
N (0.048, -0.751, -0.958)  -0.221
O (0.950, 1.286, -0.034)  -0.190
H (-0.727, -0.040, -2.738)  0.277
H (0.822, -1.857, 0.699)  0.283
H (-0.969, -1.974, 0.380)  0.340
H (1.587, 0.390, -1.787)  0.384
H (1.188, 1.643, 1.845)  0.395
H (-1.452, 1.003, -1.422)  0.292
H (-1.261, 0.379, 1.381)  0.374
H (-0.325, -0.400, 2.480)  0.373

Calculated values
total charge: +1
orbital gap: 8.66 eV
LUMO energy: -0.2081 Eh

---

Version Q
C5H8NO | wB97M-V/def2-TZVPD

Each line ends with the Mulliken charge.
Geometry (Å):
N (2.631, 1.084, -0.385)  -0.334
C (1.312, 0.769, -0.226)  0.271
C (0.867, -0.470, -0.734)  -0.234
C (-0.347, -1.150, -0.715)  -0.253
C (-1.645, -0.809, 0.001)  -0.649
C (-1.947, 0.642, 0.348)  0.057
O (-1.412, 1.582, -0.200)  -0.486
H (3.217, 0.528, -0.955)  0.229
H (3.175, 1.934, -0.248)  0.279
H (0.525, 1.320, 0.352)  0.359
H (1.607, -1.131, -1.154)  0.258
H (-0.399, -2.101, -1.197)  0.383
H (-2.459, -1.350, -0.342)  0.481
H (-1.522, -1.227, 1.024)  0.341
H (-2.837, 0.784, 1.144)  0.300

Calculated values
total charge: +1
orbital gap: 8.47 eV
LUMO energy: -0.2135 Eh

---

version Q is the most stable structure; the next one sits 0.0599 hartree above it.